Density functional theory data (ωB97M-V with the def2-TZVPD basis set) for a cluster of 2 separate species, C7H18 in total.

The value obtained for the energy is -7551.1163 eV. The charge is 0. Its SMILES is CCCC.CCC. The frontier orbital gap comes out at 12.5 eV. As for the relative energy (zero: lowest compared OMol25 entry of this formula, charge and spin): 0.000 eV.

Last column: natural (NBO) charge in e.
Element x y z (Å)
C -0.339071 -2.467529 0.156296  -0.6039
C -0.661281 -1.396229 1.197576  -0.3943
C 0.594048 -0.780189 1.811106  -0.3944
C 0.271838 0.291110 2.852385  -0.6035
H -1.263341 -2.893748 -0.268754  0.2097
H 0.243288 -3.281778 0.619406  0.2024
H 0.256418 -2.031159 -0.663204  0.1992
H -1.259311 -0.592439 0.726696  0.1928
H -1.272421 -1.840469 2.006656  0.1938
H 1.192088 -1.583979 2.281985  0.1938
H 1.205188 -0.335949 1.002026  0.1929
H -0.323651 -0.145269 3.671895  0.2017
H -0.310521 1.105360 2.389286  0.2006
H 1.196108 0.717330 3.277435  0.2094
C 1.328128 1.331110 -1.967433  -0.6068
C -0.033891 1.807580 -1.463943  -0.3943
C -1.185141 1.122390 -2.199323  -0.6075
H 1.425668 0.242541 -1.818763  0.1990
H 2.147158 1.834780 -1.426963  0.2094
H 1.430138 1.549730 -3.043733  0.2018
H -0.116551 1.598600 -0.379993  0.1918
H -0.112091 2.903090 -1.602423  0.1952
H -1.128671 0.030411 -2.054453  0.2006
H -2.159921 1.477090 -1.824353  0.2092
H -1.124211 1.337610 -3.279403  0.2016

Cartesian forces (eV/Å) of the 2 atoms listed first:
-0.06 -0.03 -0.02
-0.17 0.04 0.04